The following is a DFT calculation (ωB97M-V with the def2-TZVPD basis set) of the molecule C4H11N3O in a non-equilibrium geometry.

Properties
- E (eV) = -10841.957
- HOMO level (eV) = -7.929
- gap between HOMO and LUMO (eV) = 8.7
- SMILES string = C/C(NN)=C(/N)CO
- charge = 0
- maximum force (eV Å⁻¹) = 4.55
- ΔE to the lowest compared entry with this formula, charge and spin (kJ/mol) = 314.0

Each line ends with the Löwdin charge.
Positions of all 19 atoms, in Å:
C -0.831 1.381 -1.022  -0.061
C -0.283 0.524 0.079  -0.254
N -0.125 1.261 1.432  -0.125
N 0.807 2.291 1.570  -0.036
C 0.107 -0.740 0.079  -0.275
N 0.695 -1.456 1.113  0.068
C -0.181 -1.634 -1.301  -0.153
O -0.480 -2.957 -0.869  -0.101
H -1.547 0.838 -1.643  0.067
H -1.372 2.236 -0.604  0.076
H -0.029 1.758 -1.664  0.078
H -0.099 0.580 2.197  0.094
H 1.728 2.011 1.225  0.067
H 0.516 3.110 1.035  0.066
H 1.529 -0.985 1.457  0.096
H 0.917 -2.414 0.837  0.087
H 0.740 -1.666 -1.886  0.113
H -1.004 -1.275 -1.919  0.097
H -1.090 -2.863 -0.116  0.095

The following is a DFT calculation (ωB97M-V with the def2-TZVPD basis set) of a structure of composition C25H29MgO5P2.

Properties
- E (eV) = -60654.482
- HOMO level (alpha / beta) (eV) = -1.373 / -3.015
- gap between HOMO and LUMO (alpha / beta) (eV) = 4.1 / 5.8
- charge = -1
- maximum force (eV Å⁻¹) = 0.14
- ΔE to the lowest compared entry with this formula, charge and spin (kJ/mol) = 0.0

Each line ends with the Löwdin charge.
Positions of all 62 atoms, in Å:
Mg 0.587 -0.496 0.149  0.508
O -1.581 0.786 -1.257  -0.213
C -1.220 -0.412 -0.965  -0.454
C -1.810 -1.524 -1.656  -0.318
C -2.843 -1.359 -2.633  -0.073
C -3.310 -2.415 -3.368  -0.133
C -2.788 -3.719 -3.194  -0.141
C -1.791 -3.915 -2.242  -0.131
C -1.305 -2.862 -1.479  -0.380
P 0.006 -3.059 -0.263  1.036
C 0.717 -4.701 -0.646  -0.360
C 1.678 -4.748 -1.657  -0.090
C 2.249 -5.953 -2.033  -0.091
C 1.879 -7.130 -1.391  -0.108
C 0.931 -7.091 -0.380  -0.097
C 0.349 -5.884 -0.011  -0.089
C -0.854 -3.361 1.332  -0.370
C -0.087 -3.535 2.483  -0.120
C -0.693 -3.732 3.715  -0.100
C -2.079 -3.735 3.811  -0.106
C -2.849 -3.540 2.673  -0.086
C -2.241 -3.356 1.437  -0.066
H -3.228 -0.357 -2.777  0.096
H -4.093 -2.250 -4.103  0.083
H -3.153 -4.549 -3.786  0.071
H -1.382 -4.910 -2.106  0.091
H 1.967 -3.830 -2.160  0.095
H 2.988 -5.974 -2.824  0.098
H 2.328 -8.072 -1.680  0.093
H 0.633 -8.004 0.121  0.095
H -0.399 -5.865 0.771  0.102
H 0.996 -3.512 2.412  0.107
H -0.085 -3.871 4.601  0.096
H -2.556 -3.876 4.773  0.093
H -3.929 -3.526 2.745  0.098
H -2.836 -3.197 0.546  0.108
C 1.302 2.121 -2.175  -0.102
O 2.093 1.083 -2.797  -0.306
P 2.068 -0.383 -2.113  0.756
O 3.621 -0.833 -2.164  -0.310
C 4.446 -0.363 -1.095  -0.127
O 1.618 -1.344 -3.318  -0.315
C 0.371 -1.076 -3.989  -0.090
H 1.197 2.908 -2.918  0.083
H 1.829 2.510 -1.302  0.074
H 0.309 1.759 -1.889  0.050
H 5.314 -1.017 -1.053  0.080
H 3.917 -0.386 -0.140  0.053
H 4.770 0.662 -1.288  0.085
H -0.200 -2.002 -4.019  0.083
H 0.600 -0.728 -4.996  0.086
H -0.225 -0.331 -3.462  0.070
C 2.567 2.569 1.813  -0.142
O 2.723 1.290 1.233  -0.300
C 1.813 0.296 1.680  -0.306
C 2.026 -0.056 3.123  -0.167
H 3.232 3.247 1.277  0.079
H 2.834 2.590 2.874  0.069
H 1.534 2.919 1.709  0.087
H 1.926 0.788 3.818  0.054
H 3.034 -0.472 3.284  0.070
H 1.303 -0.813 3.433  0.044

> Look up the maximum force of the second one.

0.14 eV Å⁻¹